Entry 1:
Molecular formula: C2H4N2
Method: DFT, ωB97M-V/def2-TZVPD

```
! RIJCOSX wB97M-V def2-TZVPD def2/J DEFGRID3
* xyz 0 1
N -0.730 -0.269 0.521
C -0.891 0.965 0.268
C 2.634 -1.024 -1.223
N 1.538 -1.092 -0.798
H 0.617 -1.010 -0.347
H -1.277 -0.601 1.314
H -1.568 1.623 0.819
H -0.322 1.409 -0.555
*
```

**ΔE to the lowest compared entry with this formula, charge and spin**: 42.3 kcal per mole
**LUMO**: 0.63 eV

Population analysis type natural (NBO), resulting atomic charges in e: -0.635, -0.002, 0.245, -0.756, 0.448, 0.358, 0.164, 0.179

Entry 2:
Molecular formula: C2H4N2
Method: DFT, ωB97M-V/def2-TZVPD

```
! RIJCOSX wB97M-V def2-TZVPD def2/J DEFGRID3
* xyz 0 3
C -0.096 0.145 0.672
C 0.518 0.242 -0.715
N -1.764 -1.456 0.924
N -1.156 -0.518 0.755
H 0.170 0.866 1.430
H -0.136 -0.392 -1.278
H 1.636 -0.117 -0.633
H 0.830 1.230 -1.155
*
```

**ΔE to the lowest compared entry with this formula, charge and spin**: 22.9 kcal per mole
**LUMO (alpha / beta)**: 0.96 / -1.02 eV

Population analysis type natural (NBO), resulting atomic charges in e: 0.139, -0.702, -0.063, -0.235, 0.156, 0.233, 0.230, 0.242

Entry 3:
Molecular formula: C2H4N2O
Method: DFT, ωB97M-V/def2-TZVPD

```
! RIJCOSX wB97M-V def2-TZVPD def2/J DEFGRID3
* xyz 0 1
N -0.689 1.160 0.205
C -0.686 -0.124 0.676
N 0.334 -0.874 0.530
C 1.646 -0.005 -1.487
O 2.349 -0.889 -1.626
H -1.582 1.596 0.044
H -1.604 -0.407 1.207
H 0.198 -1.793 0.936
H 0.033 1.336 -0.485
*
```

**ΔE to the lowest compared entry with this formula, charge and spin**: 10.8 kcal per mole
**LUMO**: 1.03 eV

Population analysis type natural (NBO), resulting atomic charges in e: -0.818, 0.290, -0.740, 0.490, -0.508, 0.384, 0.147, 0.350, 0.405

Entry 4:
Molecular formula: C2H4N2O
Method: DFT, ωB97M-V/def2-TZVPD

```
! RIJCOSX wB97M-V def2-TZVPD def2/J DEFGRID3
* xyz 0 1
C 1.146 -0.781 2.138
C -1.130 0.200 -1.300
N 0.934 -0.037 1.237
N 0.103 0.561 -1.261
O 1.419 -1.303 3.120
H -2.020 0.417 -1.929
H -1.431 -0.424 -0.441
H 0.555 0.091 0.349
H 0.424 1.276 -1.913
*
```

**ΔE to the lowest compared entry with this formula, charge and spin**: 24.4 kcal per mole
**SMILES**: N=C=O.C=N
**LUMO**: 0.62 eV

Population analysis type natural (NBO), resulting atomic charges in e: 0.842, -0.014, -0.781, -0.631, -0.536, 0.173, 0.159, 0.425, 0.363

Entry 5:
Molecular formula: C2H4N2O
Method: DFT, ωB97M-V/def2-TZVPD

```
! RIJCOSX wB97M-V def2-TZVPD def2/J DEFGRID3
* xyz 0 1
C -1.687 -0.868 0.231
C -0.709 0.297 -0.045
N -2.587 -1.567 0.308
N 0.612 -0.230 -0.450
O -0.605 1.204 1.026
H -1.320 0.756 -0.950
H 1.218 0.375 -0.878
H 0.557 -1.067 -1.120
H -0.863 0.770 1.893
*
```

**ΔE to the lowest compared entry with this formula, charge and spin**: 30.7 kcal per mole
**SMILES**: N#C[C@H](N)O
**LUMO**: 0.56 eV

Population analysis type natural (NBO), resulting atomic charges in e: 0.219, 0.190, -0.303, -0.842, -0.693, 0.187, 0.371, 0.375, 0.496

Entry 6:
Molecular formula: C2H4N2O
Method: DFT, ωB97M-V/def2-TZVPD

```
! RIJCOSX wB97M-V def2-TZVPD def2/J DEFGRID3
* xyz 0 1
C 1.292 0.964 -0.037
C -0.986 0.362 -0.059
N 0.076 0.838 0.397
N -0.698 -1.492 -0.074
O -2.072 0.687 -0.391
H 2.030 1.413 0.675
H 1.432 0.847 -1.078
H 0.296 -1.624 0.058
H -1.371 -1.994 0.510
*
```

**ΔE to the lowest compared entry with this formula, charge and spin**: 62.9 kcal per mole
**LUMO (alpha / beta)**: -0.61 / -0.61 eV

Population analysis type natural (NBO), resulting atomic charges in e: 0.001, 0.841, -0.439, -0.985, -0.520, 0.203, 0.183, 0.343, 0.373

Entry 7:
Molecular formula: C2H4N2O
Method: DFT, ωB97M-V/def2-TZVPD

```
! RIJCOSX wB97M-V def2-TZVPD def2/J DEFGRID3
* xyz 0 1
C -0.975 -1.274 1.433
C 1.144 0.900 -2.000
N -2.035 -0.742 1.797
N -0.800 0.098 1.369
O 0.782 -0.219 -1.808
H -0.451 -2.175 1.219
H 0.484 1.677 -2.418
H 2.169 1.242 -1.777
H -0.318 0.492 2.185
*
```

**ΔE to the lowest compared entry with this formula, charge and spin**: 100.4 kcal per mole
**SMILES**: C1=NN1.C=O
**LUMO**: 0.99 eV

Population analysis type natural (NBO), resulting atomic charges in e: 0.198, 0.290, -0.207, -0.523, -0.493, 0.210, 0.104, 0.098, 0.323

Entry 8:
Molecular formula: C2H4N2O
Method: DFT, ωB97M-V/def2-TZVPD

```
! RIJCOSX wB97M-V def2-TZVPD def2/J DEFGRID3
* xyz 0 1
C -0.185 0.878 0.220
C -1.036 -0.065 -0.224
O 1.902 -0.100 -0.291
N 0.942 0.106 0.642
N -0.466 -1.295 0.050
H 1.511 0.007 -1.184
H -0.413 -1.466 1.052
H -0.292 1.913 0.515
H -1.964 0.023 -0.780
*
```

**ΔE to the lowest compared entry with this formula, charge and spin**: 137.0 kcal per mole
**SMILES**: [H]/N=C\C=N\O
**LUMO (alpha / beta)**: -0.30 / 0.14 eV

Population analysis type natural (NBO), resulting atomic charges in e: -0.196, -0.038, -0.484, 0.011, -0.525, 0.452, 0.357, 0.216, 0.207

Entry 9:
Molecular formula: C2H4N2O2
Method: DFT, ωB97M-V/def2-TZVPD

```
! RIJCOSX wB97M-V def2-TZVPD def2/J DEFGRID3
* xyz 0 1
C -0.030 -0.304 0.031
C 1.239 0.394 0.331
O -2.215 -0.042 -0.331
O -0.129 -1.563 -0.358
N -1.003 0.571 0.094
N 2.399 -0.007 -0.035
H -2.899 0.550 0.029
H -1.077 -1.743 -0.481
H 3.107 0.699 0.189
H 0.608 1.445 0.531
*
```

**ΔE to the lowest compared entry with this formula, charge and spin**: 97.3 kcal per mole
**SMILES**: [H]/N=C/C(O)=N/O
**LUMO**: 0.47 eV

Population analysis type natural (NBO), resulting atomic charges in e: 0.425, 0.054, -0.610, -0.630, -0.214, -0.574, 0.490, 0.505, 0.347, 0.206

Entry 10:
Molecular formula: C2H4N2O2
Method: DFT, ωB97M-V/def2-TZVPD

```
! RIJCOSX wB97M-V def2-TZVPD def2/J DEFGRID3
* xyz 0 1
N -0.462 1.805 -0.131
C 0.158 0.734 0.436
O 0.839 0.778 1.443
N -0.047 -0.443 -0.280
C 0.421 -1.616 0.080
O 0.117 -2.428 -0.852
H -0.452 2.654 0.404
H -1.167 1.696 -0.841
H -0.363 -1.307 -1.253
H 0.956 -1.873 0.996
*
```

**ΔE to the lowest compared entry with this formula, charge and spin**: 48.6 kcal per mole
**LUMO**: 0.85 eV

Population analysis type natural (NBO), resulting atomic charges in e: -0.820, 0.778, -0.632, -0.711, 0.520, -0.631, 0.405, 0.401, 0.485, 0.206

Entry 11:
Molecular formula: C2H4N2O2
Method: DFT, ωB97M-V/def2-TZVPD

```
! RIJCOSX wB97M-V def2-TZVPD def2/J DEFGRID3
* xyz 0 1
C 0.455 -0.917 -0.055
C 0.004 0.551 -0.109
H 2.261 -1.945 -0.497
H 2.298 -0.323 -0.989
H 0.397 1.295 -0.940
H -1.868 2.491 0.650
N 1.660 -1.152 -0.736
N -0.977 0.901 0.585
O -0.123 -1.800 0.441
O -1.205 2.104 0.036
*
```

**ΔE to the lowest compared entry with this formula, charge and spin**: 81.9 kcal per mole
**SMILES**: NC(=O)/C=N/O
**LUMO**: 0.69 eV

Population analysis type natural (NBO), resulting atomic charges in e: 0.635, -0.084, 0.402, 0.381, 0.196, 0.476, -0.851, -0.056, -0.546, -0.553

Entry 12:
Molecular formula: C2H4N2O2
Method: DFT, ωB97M-V/def2-TZVPD

```
! RIJCOSX wB97M-V def2-TZVPD def2/J DEFGRID3
* xyz 0 1
N -0.888 0.007 -0.763
C -1.166 -1.047 1.757
O -1.253 -2.170 1.890
O 1.330 -0.731 0.862
C 1.368 0.258 0.167
N 0.465 0.597 -0.788
H -1.060 -0.193 -1.738
H -1.536 0.731 -0.441
H 2.160 1.026 0.248
H 0.579 1.522 -1.195
*
```

**ΔE to the lowest compared entry with this formula, charge and spin**: 60.0 kcal per mole
**LUMO**: 0.68 eV

Population analysis type natural (NBO), resulting atomic charges in e: -0.627, 0.505, -0.523, -0.582, 0.522, -0.490, 0.357, 0.357, 0.108, 0.371

Entry 13:
Molecular formula: C2H4N2O2
Method: DFT, ωB97M-V/def2-TZVPD

```
! RIJCOSX wB97M-V def2-TZVPD def2/J DEFGRID3
* xyz 0 1
C -0.243 -1.237 0.152
C -1.021 -0.106 0.555
N 2.639 -0.856 0.242
N 1.667 -0.200 -0.064
O -0.218 -2.399 -0.027
O 1.422 0.928 -0.490
H -2.068 -0.281 0.722
H -0.967 0.664 -0.121
H -0.668 0.053 1.531
H 3.476 -0.469 -0.128
*
```

**ΔE to the lowest compared entry with this formula, charge and spin**: 132.8 kcal per mole
**LUMO (alpha / beta)**: 0.33 / 0.33 eV

Population analysis type natural (NBO), resulting atomic charges in e: 0.770, -0.767, -0.460, 0.238, -0.417, -0.493, 0.250, 0.289, 0.277, 0.314

Entry 14:
Molecular formula: C2H4N2O2
Method: DFT, ωB97M-V/def2-TZVPD

```
! RIJCOSX wB97M-V def2-TZVPD def2/J DEFGRID3
* xyz 0 1
C -0.676 0.891 -0.882
C -1.251 -2.883 0.411
N -0.342 0.206 0.142
N -1.891 -2.618 -0.492
O -2.454 -2.218 -1.456
O 0.439 -0.893 0.030
H -1.283 1.870 -0.753
H -0.400 0.826 -1.941
H 0.607 -1.003 -0.893
H -0.797 -3.408 1.318
*
```

**ΔE to the lowest compared entry with this formula, charge and spin**: 162.2 kcal per mole
**SMILES**: C#[N+][O-].C=NO
**LUMO**: 0.88 eV

Population analysis type natural (NBO), resulting atomic charges in e: -0.187, -0.033, -0.098, 0.189, -0.434, -0.520, 0.200, 0.166, 0.444, 0.271

Entry 15:
Molecular formula: C2H4N2O2
Method: DFT, ωB97M-V/def2-TZVPD

```
! RIJCOSX wB97M-V def2-TZVPD def2/J DEFGRID3
* xyz 0 1
C -1.307 0.390 0.406
N 0.403 -1.284 -0.071
O -0.146 -0.259 0.874
N 1.470 -0.658 -0.652
C 1.621 0.546 -0.802
O 1.991 1.584 -1.170
H 0.786 -2.035 0.513
H -2.041 -0.294 -0.024
H -1.032 1.131 -0.353
H -1.745 0.878 1.280
*
```

**ΔE to the lowest compared entry with this formula, charge and spin**: 106.0 kcal per mole
**SMILES**: CONN=C=O
**LUMO**: 0.69 eV

Population analysis type natural (NBO), resulting atomic charges in e: -0.259, -0.157, -0.432, -0.430, 0.839, -0.479, 0.362, 0.187, 0.166, 0.204

Entry 16:
Molecular formula: C2H4N2O2
Method: DFT, ωB97M-V/def2-TZVPD

```
! RIJCOSX wB97M-V def2-TZVPD def2/J DEFGRID3
* xyz 0 1
O -0.708 -0.132 1.744
C -0.933 -1.034 0.762
N -0.292 -1.042 -0.325
C 0.751 0.600 -1.217
N 0.681 1.315 -0.179
O 0.833 0.456 -2.372
H -1.878 -1.511 1.076
H 0.664 -1.304 -0.500
H 0.079 0.339 1.362
H 0.803 2.313 -0.353
*
```

**ΔE to the lowest compared entry with this formula, charge and spin**: 82.1 kcal per mole
**SMILES**: [H]/N=C\O.N=C=O
**LUMO**: 0.27 eV

Population analysis type natural (NBO), resulting atomic charges in e: -0.658, 0.534, -0.867, 0.872, -0.898, -0.483, 0.158, 0.418, 0.517, 0.405

Entry 17:
Molecular formula: C2H4N2O2
Method: DFT, ωB97M-V/def2-TZVPD

```
! RIJCOSX wB97M-V def2-TZVPD def2/J DEFGRID3
* xyz 0 1
C -2.782 -0.501 0.160
C 0.750 0.127 -0.295
N -1.400 -0.339 0.414
N -0.657 0.113 -0.500
O -3.609 0.082 -0.708
O -3.608 0.460 0.669
H -2.992 -1.505 0.533
H 1.083 -0.713 0.186
H 1.127 0.909 0.270
H 1.189 0.211 -1.203
*
```

**ΔE to the lowest compared entry with this formula, charge and spin**: 163.6 kcal per mole
**SMILES**: C/N=N/C1OO1
**LUMO**: 0.11 eV

Population analysis type natural (NBO), resulting atomic charges in e: 0.425, -0.465, -0.198, -0.095, -0.225, -0.236, 0.154, 0.207, 0.224, 0.208

Entry 18:
Molecular formula: C2H4N2O2
Method: DFT, ωB97M-V/def2-TZVPD

```
! RIJCOSX wB97M-V def2-TZVPD def2/J DEFGRID3
* xyz 0 1
C -0.618 0.150 -0.505
C 0.994 1.055 0.983
H -1.253 -2.865 -0.631
H -0.216 -1.984 0.374
H -0.713 1.166 -0.760
H 1.779 0.795 1.771
N -0.504 -2.103 -0.622
N -1.058 -0.903 -1.121
O 0.269 -0.054 0.564
O 0.866 2.141 0.508
*
```

**ΔE to the lowest compared entry with this formula, charge and spin**: 65.1 kcal per mole
**SMILES**: N/N=C\OC=O
**LUMO**: 0.87 eV

Population analysis type natural (NBO), resulting atomic charges in e: 0.274, 0.654, 0.364, 0.356, 0.206, 0.143, -0.651, -0.247, -0.551, -0.550

Entry 19:
Molecular formula: C2H4N2O2S
Method: DFT, ωB97M-V/def2-TZVPD

```
! RIJCOSX wB97M-V def2-TZVPD def2/J DEFGRID3
* xyz 0 1
C -0.587 -0.778 0.450
C -0.402 1.605 -1.188
H 1.547 1.219 0.567
H 1.069 -1.553 0.907
H -0.708 -2.816 0.399
H -1.022 2.078 -2.456
N 0.796 -0.696 0.246
N -1.370 -1.826 0.624
O 1.193 0.307 1.180
O 0.918 1.482 -1.124
S -1.433 0.979 0.397
*
```

**ΔE to the lowest compared entry with this formula, charge and spin**: 165.3 kcal per mole
**LUMO**: -0.71 eV

Population analysis type natural (NBO), resulting atomic charges in e: 0.344, 0.260, 0.509, 0.374, 0.341, 0.225, -0.360, -0.648, -0.609, -0.581, 0.144

Entry 20:
Molecular formula: C2H4N2O2S
Method: DFT, ωB97M-V/def2-TZVPD

```
! RIJCOSX wB97M-V def2-TZVPD def2/J DEFGRID3
* xyz 0 1
C 0.813 1.350 -1.466
C 0.747 0.270 -0.722
N -0.213 -1.231 2.343
N -0.807 -0.229 2.044
O -0.774 -1.862 -0.600
O -1.844 0.307 -0.996
S -0.880 -0.469 -0.229
H 1.720 1.727 -1.720
H -0.145 1.883 -1.577
H 1.466 -0.325 -0.379
H -0.082 -1.423 3.302
*
```

**ΔE to the lowest compared entry with this formula, charge and spin**: 115.2 kcal per mole
**LUMO (alpha / beta)**: -0.79 / -1.02 eV

Population analysis type natural (NBO), resulting atomic charges in e: -0.328, -0.418, -0.302, -0.067, -0.891, -0.910, 1.915, 0.206, 0.238, 0.201, 0.355